Entry 1:
Computed, not measured: a cluster of 2 separate species, C3H6NO3S in total, with ωB97M-V with the def2-TZVPD basis set.

Output
relative energy (zero: lowest compared OMol25 entry of this formula, charge and spin) = 57.06 kJ/mol
highest occupied orbital energy = -4.522 eV
LUMO energy = 3.521 eV
gap between HOMO and LUMO = 8.04 eV
charge = -1
energy = -21678.330 eV

Element x y z (Å)
C1 -2.5189 0.4503 -0.0709
C2 0.9034 -0.7330 -0.7355
C3 -0.4793 -0.8291 -0.1054
N1 -1.2181 0.2346 -0.4022
O1 -3.0009 1.5512 0.2106
O2 -3.3801 -0.5998 -0.3659
O3 0.1082 2.0478 1.3766
S1 -0.8761 -2.2760 0.6754
H1 0.8935 -0.2673 -1.7163
H2 1.1889 -1.7024 -0.9753
H3 1.6396 -0.3740 0.0634
H4 -0.5813 1.6602 0.7093
H5 -0.2044 1.8288 2.2299
H6 -2.7903 -1.4015 -0.4252



Entry 2:
Computed, not measured: a structure of composition C13H8Br4Cl3N3NaO2, with ωB97M-V with the def2-TZVPD basis set.

Output
relative energy (zero: lowest compared OMol25 entry of this formula, charge and spin) = 51.70 kJ/mol
highest occupied orbital energy (spin up / spin down) = -4.522 / -5.333 eV
LUMO energy (spin up / spin down) = 0.671 / 1.911 eV
gap between HOMO and LUMO (spin up / spin down) = 5.19 / 7.24 eV
charge = -1
energy = -344332.310 eV

Element x y z (Å)
Na1 0.1034 -0.2717 0.1903
Br1 -6.0188 -3.1201 2.3199
C1 -4.5316 -1.9758 2.0963
C2 -4.3930 -0.8289 2.9269
Br2 -5.6880 -0.4708 4.2552
C3 -3.3239 0.0191 2.7652
Br3 -3.0980 1.5659 3.8229
C4 -2.3122 -0.2062 1.7762
O1 -1.3491 0.5716 1.6113
C5 -2.4462 -1.4142 0.9206
O2 -1.5869 -1.6616 0.0537
C6 -3.5940 -2.2500 1.1314
Br4 -3.7271 -3.7502 -0.0035
C7 -0.9548 4.4459 -3.0089
C8 -0.2508 3.1599 -2.7384
C9 0.6667 2.4448 -3.4718
C10 0.9778 1.3015 -2.7001
N1 0.2892 1.3208 -1.5674
N2 -0.4474 2.4493 -1.6100
C11 1.9213 0.1929 -3.0293
H1 -0.6022 4.8689 -3.9472
H2 -0.7682 5.1753 -2.2188
H3 -2.0338 4.3014 -3.0880
H4 1.0710 2.7111 -4.4342
H5 -1.0521 2.6648 -0.8361
H6 2.4113 0.3778 -3.9831
H7 1.3920 -0.7591 -3.1006
H8 2.7043 0.0742 -2.2806
Cl1 5.8822 0.1565 1.0895
C12 4.9061 -1.1269 0.5051
Cl2 5.0985 -0.8912 -2.0444
Cl3 5.4682 -2.7124 0.8358
C13 3.5207 -0.9264 0.5186
N3 2.3781 -0.7560 0.4870



Entry 3:
Computed, not measured: a structure of composition C33H51BrN5O4PS2Sr, with ωB97M-V with the def2-TZVPD basis set.

Output
relative energy (zero: lowest compared OMol25 entry of this formula, charge and spin) = 36.26 kJ/mol
highest occupied orbital energy = -7.193 eV
LUMO energy = -0.356 eV
gap between HOMO and LUMO = 6.84 eV
energy = -152527.904 eV

Element x y z (Å)
Sr1 -0.0594 0.7862 -0.2428
O1 1.2338 2.7012 -1.2993
N1 1.0703 3.4897 -0.2446
C1 0.3009 4.5978 -0.4107
C2 0.0268 5.4513 0.6211
C3 0.5565 5.1549 1.8799
C4 1.3291 4.0313 2.0393
C5 1.6153 3.1570 0.9703
S1 2.5462 1.7153 1.1650
H1 -0.0657 4.7095 -1.4198
H2 -0.5991 6.3135 0.4468
H3 0.3525 5.7980 2.7259
H4 1.7524 3.7713 2.9987
O2 0.8096 -1.2793 5.8578
C6 0.4845 -1.1459 4.5599
C7 -0.0506 0.0208 4.0230
C8 -0.3318 0.0339 2.6751
N2 -0.1419 -1.0149 1.8686
C9 0.3778 -2.1037 2.4053
Br1 0.6325 -3.5686 1.2244
C10 0.7153 -2.2430 3.7340
H5 0.6400 -0.4568 6.3316
H6 -0.2184 0.9019 4.6279
H7 -0.6903 0.9429 2.1892
H8 1.1429 -3.1527 4.1261
C11 -1.2104 -2.3304 -5.9537
C12 -1.6085 -1.6016 -4.6698
C13 -2.4180 -2.5445 -3.7767
C14 -2.5758 -0.4632 -5.0226
P1 -0.2366 -0.8628 -3.5370
N3 -0.8056 -0.5618 -2.1316
C15 1.1413 -2.1873 -3.4457
C16 1.9640 -2.4557 -4.7093
C17 0.4892 -3.5126 -3.0215
C18 2.0875 -1.8170 -2.2935
C19 0.4627 0.6413 -4.4587
C20 0.6088 0.5066 -5.9781
C21 -0.4254 1.8590 -4.1555
C22 1.8479 0.9856 -3.8855
H9 -2.1177 -2.6176 -6.4970
H10 -0.6560 -3.2454 -5.7497
H11 -0.6127 -1.7170 -6.6256
H12 -3.4374 -2.6456 -4.1737
H13 -2.4062 -2.0874 -2.7843
H14 -1.9957 -3.5442 -3.6996
H15 -3.4854 -0.8898 -5.4594
H16 -2.1639 0.2304 -5.7523
H17 -2.8534 0.0980 -4.1286
H18 1.3462 -2.7204 -5.5674
H19 2.6358 -3.3007 -4.5225
H20 2.5888 -1.6112 -4.9909
H21 -0.0730 -3.9816 -3.8268
H22 -0.1660 -3.3679 -2.1594
H23 1.2784 -4.2130 -2.7306
H24 2.7502 -0.9878 -2.5244
H25 2.7119 -2.6836 -2.0535
H26 1.5142 -1.5724 -1.3971
H27 -0.3484 0.4280 -6.4927
H28 1.2245 -0.3423 -6.2707
H29 1.0992 1.4089 -6.3575
H30 -1.3804 1.8341 -4.6753
H31 0.1027 2.7617 -4.4766
H32 -0.6176 1.9601 -3.0904
H33 2.6150 0.2796 -4.1948
H34 1.8591 1.0675 -2.8007
H35 2.1382 1.9686 -4.2664
O3 -5.2477 3.9346 -5.2070
C23 -5.5783 4.3370 -3.9550
O4 -6.4644 5.1351 -3.8122
C24 -4.8074 3.7494 -2.8225
C25 -3.9054 2.6993 -2.9538
C26 -3.2311 2.1895 -1.8532
C27 -3.4303 2.7313 -0.5766
S2 -2.5996 2.1293 0.8447
C28 -4.3387 3.7980 -0.4543
C29 -5.0177 4.2892 -1.5495
H36 -4.4752 3.3588 -5.1751
H37 -3.7078 2.2329 -3.9138
H38 -2.5309 1.3703 -1.9966
H39 -4.4977 4.2286 0.5254
H40 -5.7203 5.1047 -1.4457
N4 -4.2632 -2.2755 -1.0762
C30 -3.7621 -1.0296 -0.3788
C31 -3.7623 -1.2712 1.1198
N5 -3.0195 -2.4554 1.5218
C32 -3.4590 -3.6416 0.8176
C33 -3.4507 -3.4818 -0.6959
H41 -4.1774 -2.1352 -2.0860
H42 -5.2459 -2.4318 -0.8540
H43 -4.4126 -0.2014 -0.6603
H44 -2.7671 -0.8432 -0.8024
H45 -4.7935 -1.3525 1.4833
H46 -3.3253 -0.3823 1.5642
H47 -2.0328 -2.2921 1.3588
H48 -4.4708 -3.8971 1.1552
H49 -2.8137 -4.4820 1.0741
H50 -3.8711 -4.3459 -1.2107
H51 -2.4466 -3.2926 -1.0651



Entry 4:
Computed, not measured: a structure of composition C45H59F6InN3OP2SSi, with ωB97M-V with the def2-TZVPD basis set.

Output
relative energy (zero: lowest compared OMol25 entry of this formula, charge and spin) = 474.65 kJ/mol
highest occupied orbital energy (spin up / spin down) = -3.389 / -3.100 eV
LUMO energy (spin up / spin down) = 1.881 / 2.047 eV
gap between HOMO and LUMO (spin up / spin down) = 5.27 / 5.15 eV
charge = -1
energy = -112906.750 eV

Element x y z (Å)
In1 1.2004 1.4861 2.9598
C1 -1.0977 2.0706 -0.7605
Si1 -0.2411 0.3629 -0.9016
C2 -0.2204 -0.4476 -2.7459
C3 -1.4657 -1.0420 -3.1345
C4 -1.4646 -1.7360 -4.3780
C5 -0.2596 -2.0322 -5.1065
C6 0.8439 -1.2515 -4.7640
C7 0.8794 -0.4823 -3.6385
P1 2.4215 0.1633 -3.0274
C8 2.7263 1.6367 -4.3475
C9 2.0596 1.8991 -5.7563
C10 0.7475 2.6631 -5.5929
C11 0.9335 4.0332 -4.9696
C12 1.5842 3.9448 -3.5859
C13 2.8413 3.0232 -3.6532
C14 3.5465 -1.3442 -3.2959
C15 3.8846 -1.6122 -4.7568
C16 4.1060 -3.1083 -5.0296
C17 4.8052 -3.7667 -3.7929
C18 3.9577 -3.7842 -2.5206
C19 2.9853 -2.5741 -2.5262
C20 -0.9700 -0.9483 0.2044
C21 -0.9417 -2.3482 -0.0776
C22 -0.6664 -3.3681 0.8356
C23 -0.0364 -3.3254 2.0748
C24 0.0319 -2.1978 2.8490
C25 -1.3695 -0.5181 1.5215
P2 -2.7125 0.6801 1.5711
C26 -3.0634 1.3937 3.2706
C27 -3.4814 0.2318 4.2314
C28 -3.2661 0.6392 5.6429
C29 -2.9482 2.1491 5.8765
C30 -3.9943 2.9947 5.0931
C31 -4.0605 2.5272 3.5596
C32 -4.2331 -0.3033 1.1731
C33 -4.1188 -1.8216 1.0274
C34 -5.5249 -2.4607 0.8783
C35 -6.4814 -1.5991 0.0416
C36 -5.7921 -0.5236 -0.8550
C37 -4.9091 0.4018 -0.0468
H1 -1.9201 2.0626 0.0181
H2 -1.5296 2.4358 -1.7203
H3 -0.3700 2.8383 -0.3765
H4 -2.3959 -0.9227 -2.5546
H5 -2.4174 -1.9409 -4.8279
H6 -0.3233 -2.7315 -5.9108
H7 1.6222 -1.2235 -5.4663
H8 3.7807 1.2449 -4.5081
H9 1.9800 0.9979 -6.3536
H10 2.7512 2.6720 -6.2421
H11 0.0186 2.1273 -4.9486
H12 0.2821 2.8930 -6.5547
H13 -0.0835 4.5239 -5.0210
H14 1.6261 4.6447 -5.6137
H15 0.9254 3.6005 -2.8182
H16 1.9993 4.9829 -3.3252
H17 3.2242 2.9116 -2.6174
H18 3.5042 3.6745 -4.1686
H19 4.5253 -1.0608 -2.8157
H20 4.7940 -1.1615 -5.0018
H21 3.1784 -1.0969 -5.4019
H22 4.8293 -3.1560 -5.8687
H23 3.1640 -3.6394 -5.2387
H24 5.7891 -3.2935 -3.6428
H25 5.0133 -4.7872 -4.1261
H26 4.5913 -3.6884 -1.6098
H27 3.4652 -4.7611 -2.4192
H28 2.7030 -2.2371 -1.5575
H29 2.1250 -2.8146 -3.1807
H30 -1.1752 -2.7359 -1.0090
H31 -0.7939 -4.4108 0.4792
H32 0.4792 -4.2931 2.4098
H33 0.5646 -2.2383 3.8229
H34 -2.0763 1.7436 3.5887
H35 -2.8908 -0.6539 4.0291
H36 -4.5805 -0.0630 4.0941
H37 -2.4560 0.0520 6.1307
H38 -4.1164 0.3007 6.3020
H39 -1.9106 2.4119 5.5810
H40 -3.0191 2.3682 6.9483
H41 -3.7596 4.0675 5.0587
H42 -5.0486 2.9157 5.4467
H43 -3.7973 3.3814 2.8715
H44 -5.0966 2.2439 3.3841
H45 -4.8968 -0.1804 2.0315
H46 -3.7218 -2.2749 1.9263
H47 -3.4594 -2.1904 0.2374
H48 -5.9831 -2.5581 1.9358
H49 -5.4836 -3.4518 0.4397
H50 -7.2247 -1.0717 0.6840
H51 -6.9564 -2.2912 -0.6568
H52 -6.5516 0.0185 -1.4577
H53 -5.1084 -1.0579 -1.5911
H54 -5.4626 1.3468 0.2690
H55 -4.1233 0.8562 -0.6468
F1 1.2279 0.4106 -0.1850
S1 -1.1823 5.4570 2.3276
C38 -0.0332 4.3792 2.6783
N1 0.6538 3.5470 3.2148
N2 -0.4107 0.0785 3.6528
C39 -0.6025 -0.9140 2.6853
H56 -0.2325 -0.4334 4.4802
N3 3.1978 1.9559 1.7571
H57 3.5641 2.9077 1.7400
H58 2.9958 1.6043 0.8202
H59 3.7807 1.2359 2.1961
F2 6.6285 -1.9756 5.6807
C40 5.5983 -1.1719 5.4357
C41 4.6657 -1.5536 4.4565
F3 4.7441 -2.7866 3.8762
C42 3.5834 -0.6972 4.0987
F4 2.9024 -0.9399 2.9184
C43 3.2227 0.3939 4.8745
O1 2.1535 1.1583 4.7635
C44 4.0608 0.5516 6.0574
F5 3.6643 1.5119 6.9824
C45 5.2460 -0.0984 6.2763
F6 6.1324 0.3435 7.2284



Among the records above, which one has the lowest relative energy (zero: lowest compared OMol25 entry of this formula, charge and spin)? C33H51BrN5O4PS2Sr